(1)
{
  "formula": "C30H25F2N3O10OsS",
  "method": "wB97M-V/def2-TZVPD",
  "multiplicity": 5,
  "homo_ev": [-8.60, -9.44],
  "molar_mass_da": 847.834,
  "lumo_ev": [-0.79, -2.16],
  "gap_ev": [7.8, 7.3],
  "de_lowest_kj_mol": 0.0,
  "elements": ["Os", "F", "C", "C", "C", "C", "C", "F", "C", "C", "C", "C", "C", "C", "N", "H", "H", "H", "H", "H", "H", "C", "C", "C", "C", "C", "C", "C", "S", "O", "O", "N", "C", "C", "C", "O", "O", "H", "H", "H", "H", "H", "H", "H", "H", "H", "H", "H", "H", "C", "C", "O", "O", "H", "H", "H", "O", "C", "O", "C", "C", "C", "C", "C", "C", "N", "O", "O", "H", "H", "H", "H"],
  "xyz": [[10.288, 16.138, 10.525], [15.376, 15.001, 8.947], [14.429, 15.931, 9.262], [13.120, 15.596, 9.517], [12.174, 16.557, 9.863], [12.573, 17.921, 9.855], [13.919, 18.195, 9.540], [14.354, 19.469, 9.525], [14.880, 17.228, 9.316], [11.523, 18.856, 10.183], [11.529, 20.208, 10.005], [10.377, 20.914, 10.322], [9.286, 20.315, 10.988], [9.322, 18.912, 11.078], [10.426, 18.235, 10.661], [12.786, 14.596, 9.414], [15.911, 17.600, 9.129], [12.398, 20.627, 9.523], [10.439, 21.959, 10.008], [8.395, 20.904, 11.278], [8.472, 18.331, 11.461], [10.806, 8.745, 8.174], [9.721, 9.585, 7.648], [9.932, 10.646, 6.759], [8.935, 11.504, 6.293], [7.650, 11.231, 6.660], [7.362, 10.128, 7.461], [8.363, 9.321, 7.946], [6.314, 12.441, 6.411], [5.061, 11.727, 6.327], [6.764, 13.315, 5.399], [6.075, 13.304, 7.725], [7.163, 14.074, 8.260], [7.197, 15.585, 7.883], [8.145, 16.376, 8.770], [8.985, 17.162, 8.296], [8.275, 15.909, 10.007], [10.495, 8.154, 9.005], [11.673, 9.296, 8.510], [11.077, 8.007, 7.431], [10.965, 10.826, 6.374], [9.185, 12.347, 5.642], [6.368, 9.763, 7.550], [8.045, 8.409, 8.436], [5.222, 13.069, 8.200], [8.095, 13.626, 7.921], [7.061, 13.960, 9.339], [6.194, 15.959, 8.060], [7.536, 15.692, 6.835], [11.483, 12.224, 11.059], [10.393, 13.246, 11.076], [9.457, 13.350, 11.875], [10.564, 14.235, 10.162], [12.460, 12.669, 11.255], [11.515, 11.777, 10.079], [11.360, 11.475, 11.943], [9.621, 16.119, 12.438], [10.478, 15.709, 13.325], [11.689, 15.563, 13.070], [9.910, 15.241, 14.645], [8.545, 15.349, 14.803], [7.952, 15.092, 15.986], [8.728, 14.801, 17.062], [10.152, 14.703, 16.957], [10.750, 14.892, 15.702], [10.952, 14.324, 18.184], [10.309, 14.277, 19.201], [12.150, 14.162, 18.013], [7.927, 15.563, 13.919], [6.920, 15.147, 16.082], [8.256, 14.475, 18.014], [11.845, 14.871, 15.627]],
  "atomic_forces_ev_per_a": [[0.9, -0.2, -0.9], [-1.0, 0.2, 0.2], [1.1, -0.2, -0.2], [-0.2, -0.1, -0.1], [1.0, 0.5, -0.3], [0.9, -1.0, -0.4], [-0.6, 0.0, 0.5], [-0.2, 0.2, 0.0], [0.3, 1.3, -0.3], [-0.2, -0.9, 0.3], [-0.5, 0.3, -0.2], [0.4, 0.5, 0.2], [0.2, -0.4, -0.8], [0.6, 1.1, -0.1], [-1.7, 0.0, 0.6], [0.0, -0.9, 0.0], [-0.9, -0.8, 0.1], [-0.2, 0.4, 0.1], [-0.6, -0.2, 0.5], [0.7, -0.6, -0.2], [0.6, 0.2, -0.2], [0.4, -0.5, -0.1], [-1.8, 1.1, -0.6], [1.6, 0.1, -0.3], [0.8, 0.0, -0.2], [-1.6, 0.9, 1.1], [0.4, -0.3, -0.6], [0.6, -0.1, -0.4], [-1.4, -2.1, -0.1], [0.5, -0.2, -0.5], [0.8, 0.9, -1.4], [0.6, 0.3, -0.1], [0.0, 0.8, 1.0], [-0.2, -0.3, 0.0], [2.0, -1.3, -0.4], [-1.1, -0.3, 0.6], [-0.4, 1.1, -0.7], [-0.5, -0.3, 0.8], [0.3, 0.2, -0.2], [0.5, -0.1, -0.4], [-0.8, -0.1, 0.6], [-0.2, -0.3, 0.3], [-0.9, 0.3, 0.4], [0.3, 0.0, 0.3], [0.2, 0.0, 0.4], [0.2, -0.1, 0.3], [0.6, 0.2, 0.1], [-0.3, 0.2, -0.4], [-0.5, 0.2, 0.6], [-0.1, -1.3, 2.1], [-1.9, 1.8, 2.0], [1.9, -1.1, -1.4], [0.4, 0.0, -0.1], [-0.2, 0.4, -0.2], [0.0, -0.5, -0.2], [-0.2, 1.1, -1.9], [-0.6, 0.4, 1.0], [2.0, -1.7, 0.0], [-1.5, 0.5, 0.2], [0.6, 1.1, -0.6], [-0.2, 0.1, -2.1], [0.7, 0.0, 0.6], [1.6, -1.4, 2.4], [-1.4, -0.2, -1.0], [0.3, 0.3, 1.3], [-0.5, 0.9, -2.2], [0.6, -0.4, 0.8], [-0.7, -0.1, 0.7], [0.5, 0.1, 0.4], [-1.7, 0.0, 0.2], [0.5, 0.6, -0.7], [-0.6, -0.1, -0.3]]
}


(2)
{
  "formula": "C30H25F6N8O22S6Y",
  "method": "wB97M-V/def2-TZVPD",
  "multiplicity": 2,
  "homo_ev": [-3.21, -7.20],
  "molar_mass_da": 1244.860,
  "charge": -1,
  "lumo_ev": [-0.18, -0.11],
  "gap_ev": [3.0, 7.1],
  "elements": ["Y", "N", "S", "O", "O", "F", "S", "O", "O", "F", "N", "S", "O", "O", "F", "S", "O", "O", "F", "N", "S", "O", "O", "F", "S", "O", "O", "F", "C", "C", "C", "C", "C", "C", "N", "O", "O", "H", "H", "H", "H", "H", "C", "C", "C", "C", "C", "C", "N", "O", "O", "H", "H", "H", "H", "H", "C", "C", "C", "C", "C", "C", "N", "O", "O", "H", "H", "H", "H", "H", "C", "C", "C", "C", "C", "C", "N", "O", "O", "H", "H", "H", "H", "H", "C", "C", "C", "C", "C", "C", "N", "O", "O", "H", "H", "H", "H", "H"],
  "xyz": [[12.296, -5.862, 0.082], [13.921, -5.236, 1.352], [14.269, -4.773, 2.761], [15.039, -3.545, 2.845], [14.562, -5.869, 3.700], [12.788, -4.380, 3.299], [15.566, -5.295, 0.782], [16.542, -5.832, 1.758], [16.028, -4.380, -0.254], [15.297, -6.602, -0.048], [12.483, -7.017, -1.789], [13.966, -7.208, -2.772], [13.932, -7.021, -4.213], [14.869, -8.168, -2.120], [14.592, -5.841, -2.369], [11.699, -7.882, -2.771], [11.881, -9.294, -2.949], [11.046, -7.194, -3.878], [10.422, -8.020, -1.780], [10.879, -6.587, 1.529], [9.103, -6.875, 1.293], [8.182, -5.999, 2.032], [8.661, -8.194, 0.865], [9.142, -6.121, -0.082], [10.672, -7.251, 2.983], [10.625, -8.688, 3.099], [10.065, -6.454, 4.077], [12.207, -7.027, 3.259], [15.001, -12.067, 3.196], [13.786, -12.323, 2.700], [13.087, -11.378, 1.986], [13.676, -10.169, 1.642], [14.966, -9.939, 2.029], [15.663, -10.841, 2.833], [12.898, -9.174, 0.845], [13.207, -7.996, 0.733], [11.898, -9.592, 0.258], [15.497, -12.743, 3.876], [13.291, -13.244, 2.973], [12.040, -11.538, 1.775], [15.409, -8.985, 1.782], [16.622, -10.592, 3.262], [18.427, -8.351, 4.597], [19.138, -8.411, 5.816], [18.538, -8.212, 7.020], [17.160, -7.872, 7.050], [16.465, -7.662, 5.862], [17.119, -7.907, 4.666], [16.485, -7.543, 8.333], [17.251, -7.497, 9.336], [15.319, -7.482, 8.228], [18.974, -8.481, 3.675], [20.213, -8.502, 5.765], [19.099, -8.367, 7.929], [15.474, -7.235, 5.815], [16.487, -7.853, 3.791], [16.284, 0.507, -1.050], [15.675, -0.209, 0.070], [15.007, -1.399, -0.117], [14.618, -1.722, -1.411], [15.036, -0.925, -2.528], [15.933, 0.099, -2.341], [13.628, -2.805, -1.664], [13.166, -2.853, -2.777], [13.193, -3.552, -0.800], [16.916, 1.367, -0.883], [15.788, 0.200, 1.064], [14.582, -1.911, 0.734], [14.790, -1.207, -3.542], [16.264, 0.535, -3.272], [18.677, -4.748, 5.322], [18.506, -4.486, 3.962], [18.291, -3.220, 3.520], [18.359, -2.126, 4.369], [18.654, -2.370, 5.706], [18.803, -3.631, 6.162], [18.079, -0.731, 3.900], [18.299, 0.250, 4.559], [17.685, -0.640, 2.723], [18.828, -5.768, 5.644], [18.384, -5.310, 3.275], [17.947, -2.911, 2.544], [18.735, -1.604, 6.463], [18.988, -3.739, 7.221], [17.138, -3.969, -6.000], [17.143, -3.508, -4.673], [17.225, -4.530, -3.661], [17.497, -5.883, -4.004], [17.509, -6.259, -5.315], [17.362, -5.269, -6.321], [17.754, -7.007, -3.062], [17.926, -6.778, -1.890], [17.847, -8.144, -3.498], [16.965, -3.303, -6.832], [16.921, -2.456, -4.569], [17.201, -4.208, -2.630], [17.542, -7.301, -5.596], [17.310, -5.528, -7.368]],
  "atomic_forces_ev_per_a": [[-1.8, -0.7, 0.1], [4.1, 0.7, -2.1], [-1.5, 0.0, 9.8], [-0.7, -1.2, -0.9], [0.1, 2.3, -2.3], [1.1, 0.2, -1.3], [3.9, -2.7, -1.9], [-2.5, 2.1, -1.8], [-1.6, -0.6, 2.4], [-0.5, 0.1, -0.1], [5.0, 0.0, -3.0], [4.6, -0.1, 0.7], [-1.0, -1.2, 2.3], [-2.6, 1.5, -1.7], [-0.1, 1.1, 0.7], [-11.1, -3.3, -2.5], [2.6, 0.7, -0.1], [2.2, -0.1, 1.1], [0.4, 0.8, 0.4], [-1.1, 0.5, -1.0], [-3.4, -1.1, 2.3], [1.0, -0.5, -1.2], [0.7, 1.0, -0.1], [0.7, 1.1, -1.9], [-0.6, 0.2, 4.1], [-0.2, 0.2, -0.7], [1.2, -1.2, -2.4], [1.7, 0.1, 0.8], [3.2, 2.1, 0.1], [-1.8, -0.7, 0.0], [-1.2, 0.8, -0.7], [-0.5, -0.5, -0.1], [1.3, 1.0, 0.6], [-1.6, -1.2, 0.3], [-2.8, -1.6, -1.5], [1.5, 0.5, 1.0], [1.6, 0.1, 1.2], [0.0, -0.1, -0.1], [-0.2, 0.0, -0.1], [0.0, 0.0, -0.3], [0.2, 0.1, -0.1], [0.1, 0.0, -0.2], [0.2, 0.9, 1.3], [0.4, 0.0, -1.6], [-1.5, 0.0, 0.9], [1.2, 0.6, -0.7], [0.5, 0.1, 0.8], [-0.5, -1.0, -0.8], [4.6, -1.6, -0.2], [-2.3, 0.4, -1.3], [-2.6, 0.8, 1.5], [-0.2, -0.1, -0.2], [0.1, -0.5, 0.1], [-0.1, 0.3, 0.1], [-0.1, -0.2, 0.2], [0.2, 0.4, -0.3], [-1.7, -1.4, 1.2], [1.9, 1.5, -1.6], [-1.3, 0.4, -0.3], [0.4, 0.7, -1.0], [-0.3, -2.1, 1.2], [0.0, 0.1, 0.4], [-0.5, 0.7, -1.5], [0.4, 0.1, -0.5], [0.4, -0.3, 1.7], [0.0, 0.0, 0.1], [0.3, -0.2, 0.1], [0.2, -0.3, 0.0], [-0.4, -0.1, 0.1], [0.4, 0.5, 0.3], [0.8, 1.1, -0.5], [-0.5, -1.5, 0.6], [-0.7, 2.7, -0.9], [0.2, -0.2, 1.3], [-0.2, 1.9, -0.1], [0.0, -2.2, 0.5], [-0.1, -0.6, -2.6], [0.2, -0.4, 1.2], [0.2, -0.4, 1.2], [-0.2, 0.0, 0.3], [0.1, 0.0, -0.1], [0.2, -0.7, -0.5], [-0.1, 0.5, -0.3], [0.0, -0.3, 0.1], [0.3, 1.0, 0.4], [-0.6, -2.8, -0.1], [0.9, 1.2, -0.5], [-0.5, 0.9, -0.3], [-0.3, 0.7, -1.9], [-0.3, -1.6, 0.6], [0.2, -0.8, 0.6], [-0.2, 1.1, 0.5], [-0.2, 0.7, -0.6], [0.0, 0.4, 0.1], [0.1, -0.1, 0.9], [-0.1, -0.3, 0.2], [0.3, 0.0, 0.1], [0.1, -0.4, 0.0]]
}


(3)
{
  "formula": "C30H25FIrN3O8S3",
  "method": "wB97M-V/def2-TZVPD",
  "homo_ev": [-0.27, -0.27],
  "molar_mass_da": 862.959,
  "charge": -2,
  "lumo_ev": [3.89, 3.89],
  "gap_ev": [4.2, 4.2],
  "de_lowest_kj_mol": 284.9,
  "elements": ["Ir", "C", "C", "N", "N", "C", "S", "S", "C", "C", "C", "C", "C", "C", "C", "C", "C", "C", "C", "C", "C", "O", "H", "H", "H", "H", "H", "H", "H", "H", "H", "H", "H", "H", "H", "H", "C", "C", "C", "C", "C", "C", "C", "F", "C", "C", "C", "O", "C", "C", "N", "C", "C", "O", "O", "H", "H", "H", "H", "H", "H", "H", "H", "H", "H", "H", "O", "S", "O", "O", "O"],
  "xyz": [[0.147, -0.714, -0.339], [1.891, 1.431, 2.974], [0.947, 0.534, 2.198], [1.276, 0.207, 0.983], [2.595, 0.567, 0.659], [2.943, 0.299, -0.512], [1.818, -0.450, -1.702], [4.640, 0.632, -0.968], [4.824, 2.456, -0.839], [4.905, 3.153, -2.172], [6.146, 3.373, -2.768], [6.240, 3.977, -4.015], [5.087, 4.369, -4.681], [3.848, 4.160, -4.089], [3.758, 3.563, -2.839], [-0.259, 0.038, 2.847], [-0.310, 0.092, 4.260], [-1.383, -0.333, 5.005], [-2.517, -0.827, 4.337], [-2.515, -0.914, 2.975], [-1.387, -0.539, 2.175], [-1.482, -0.753, 0.920], [2.351, 2.144, 2.296], [2.703, 0.864, 3.437], [1.358, 1.977, 3.747], [5.750, 2.612, -0.285], [3.990, 2.806, -0.232], [7.048, 3.057, -2.252], [7.213, 4.137, -4.466], [5.155, 4.831, -5.659], [2.933, 4.447, -4.592], [2.796, 3.414, -2.377], [0.557, 0.456, 4.796], [-1.345, -0.289, 6.086], [-3.386, -1.155, 4.899], [-3.365, -1.310, 2.431], [-5.669, -4.517, 0.779], [-4.661, -5.008, 1.808], [-5.140, -4.666, 3.215], [-4.182, -5.226, 4.251], [-2.781, -4.753, 3.965], [-1.865, -4.620, 4.988], [-0.593, -4.147, 4.717], [0.278, -4.026, 5.757], [-0.204, -3.801, 3.454], [-1.114, -3.925, 2.408], [-0.671, -3.496, 1.048], [0.474, -3.137, 0.870], [-1.717, -3.521, 0.027], [-2.926, -4.022, 0.354], [-3.324, -4.442, 1.603], [-2.410, -4.391, 2.658], [-1.637, -2.971, -1.408], [-2.286, -3.607, -2.264], [-0.981, -1.917, -1.649], [-6.663, -4.853, 1.082], [-5.479, -4.903, -0.220], [-5.671, -3.426, 0.731], [-4.590, -6.103, 1.732], [-6.144, -5.072, 3.354], [-5.201, -3.577, 3.306], [-4.224, -6.321, 4.225], [-4.474, -4.922, 5.259], [-2.139, -4.862, 6.008], [0.780, -3.406, 3.235], [-3.659, -4.070, -0.433], [1.138, 2.692, -1.064], [0.397, 2.061, -2.158], [0.281, 2.886, -3.347], [-0.799, 1.380, -1.747], [1.429, 0.883, -2.715]],
  "atomic_forces_ev_per_a": [[1.3, -0.2, 0.1], [0.0, 0.0, 0.0], [0.5, 0.2, 0.5], [-0.7, -0.1, -0.7], [-0.1, 0.0, 0.7], [0.6, 0.7, -0.7], [-1.5, -0.1, 0.0], [-0.1, -0.1, -0.4], [-0.2, 0.0, 0.1], [0.2, -0.1, 0.1], [0.0, 0.0, 0.0], [0.0, 0.0, 0.0], [-0.1, 0.0, 0.0], [0.0, 0.0, 0.0], [0.0, 0.1, -0.1], [-0.2, 0.0, 0.3], [0.1, 0.0, -0.1], [-0.1, -0.1, 0.0], [0.1, 0.0, 0.1], [0.1, 0.0, -0.1], [0.0, 0.0, 0.3], [0.0, -0.2, -0.3], [0.0, 0.0, 0.1], [0.0, 0.0, 0.0], [0.0, 0.0, 0.0], [0.0, 0.0, 0.0], [0.0, 0.0, -0.1], [0.0, 0.0, 0.0], [0.0, 0.0, 0.0], [0.0, 0.0, 0.0], [0.0, 0.0, 0.0], [-0.2, -0.1, 0.1], [0.0, 0.0, 0.0], [0.0, 0.0, 0.0], [0.0, 0.0, 0.0], [0.0, 0.0, 0.0], [0.0, 0.0, 0.0], [0.0, 0.0, 0.0], [0.0, 0.0, 0.0], [0.0, 0.0, 0.0], [-0.1, 0.0, -0.1], [0.0, 0.0, 0.1], [0.1, 0.0, 0.1], [0.0, 0.0, -0.1], [0.1, 0.1, 0.0], [-0.2, 0.0, -0.1], [-0.6, 0.0, -0.1], [0.6, -0.6, 0.1], [-0.1, 0.0, 0.1], [0.1, 0.0, 0.1], [0.1, 0.0, 0.0], [-0.1, 0.0, -0.2], [-0.1, -0.4, -0.4], [0.2, 0.2, 0.4], [0.0, 0.0, 0.2], [0.0, 0.0, 0.0], [0.0, 0.0, 0.0], [0.0, 0.0, 0.0], [0.0, 0.0, 0.0], [0.0, 0.0, 0.0], [0.0, 0.0, 0.0], [0.0, 0.0, 0.0], [0.0, 0.0, 0.0], [0.0, 0.0, 0.0], [0.0, 0.0, 0.0], [0.0, 0.0, 0.0], [0.0, -0.1, -0.2], [0.0, 0.4, 0.2], [0.2, -0.1, 0.1], [-0.5, 0.6, -0.5], [0.8, -0.4, 0.2]]
}